1.
94
Properties=species:S:1:pos:R:3:lowdin_charge:R:1 method="wB97M-V/def2-TZVPD" total_charge=+1 e_tot_ha=-2620.228622 gap_ha=0.193
N 4.61217 2.55111 0.61022 -0.05
C -3.03910 -4.78987 -6.44617 -0.21
O -6.16550 0.11959 1.17687 -0.19
C -4.02930 -2.81989 -7.35821 -0.11
O 4.65652 0.97952 6.46915 0.20
H 0.10694 0.97337 2.47510 0.04
H -7.41408 1.53264 1.94583 0.09
H -3.55646 -5.07572 -4.40951 0.10
C 2.62203 -1.12216 4.75469 -0.25
O -4.23731 -4.06067 -6.70452 -0.19
P 1.61028 0.38246 4.31605 0.94
H -0.79192 1.54267 0.45644 0.11
H 6.54089 5.10869 0.03643 0.09
H 6.18715 1.25776 0.92418 0.12
H -7.75244 1.10981 0.25798 0.09
H 0.62772 -3.92611 3.26086 -0.07
H -3.65149 -2.06210 -6.66704 0.07
H 6.45081 3.77389 -1.16192 0.07
H 2.45704 5.17025 0.48373 0.12
H -2.84862 -2.72594 -4.95577 0.06
C -3.49011 -3.43092 -2.29494 -0.22
H 4.65448 4.54529 1.33972 0.10
N 3.02919 -3.58580 5.05293 0.06
H -3.25769 -5.82949 -6.71068 0.12
H 2.68178 -4.54329 4.99164 0.16
H 5.41428 1.82149 2.39104 0.07
C -2.67212 -4.75178 -4.96634 -0.21
C 0.24721 0.04304 3.08303 -0.30
O -4.50758 -2.46690 -2.51541 -0.22
O 2.66967 1.41027 3.45036 -0.30
C -3.41231 1.83346 2.39307 -0.09
H -1.89304 -2.17469 -2.94870 0.12
H -2.56940 2.54747 -0.90685 0.12
O 3.72581 4.89014 -1.06483 -0.19
H 4.02846 4.72972 -3.07156 0.09
C 3.00022 4.33517 0.02983 -0.21
H 5.93951 -1.93056 5.93304 0.14
C 2.18276 -2.52861 4.72258 -0.52
C 4.69317 0.47018 5.39190 -0.47
H -6.34719 2.13318 0.67590 0.07
H 7.62012 2.68540 2.31924 0.12
H -1.84248 0.26566 1.01959 0.10
H 6.59416 4.07680 2.08067 0.12
H 3.36258 3.52107 1.98584 0.11
H 0.59381 -0.78496 2.40345 0.04
S 0.49431 -2.98317 4.26895 0.84
H -4.27623 2.25875 1.88063 0.07
C 3.67690 4.10925 -2.24669 -0.11
C -5.76785 -0.51733 -0.03863 -0.20
C -1.84048 1.30574 0.66740 -0.25
H 4.33597 3.23981 -2.17915 0.07
H 4.94208 -4.28757 5.70280 0.15
C 4.89538 -2.07961 5.58452 0.06
C -2.20574 -3.21348 -3.10556 -0.20
H -5.41502 -3.70438 -3.94087 0.09
H -4.75962 -2.14388 -4.54001 0.07
H -1.41331 -3.84005 -2.68090 0.11
H -6.40306 -0.22720 -0.88007 0.12
H -6.22683 -2.17281 -3.57823 0.09
H -0.67551 -0.24099 3.65525 0.05
H 2.65662 3.78231 -2.46933 0.09
H 4.92310 2.69411 -0.34105 0.06
C -2.61326 1.48465 -0.64534 -0.19
O 7.68919 3.40806 0.44967 -0.17
H -3.98249 -0.93792 -1.15260 0.09
C 3.93796 3.75923 1.08596 -0.20
H -3.34296 -2.92237 -8.20391 0.09
C 5.77016 2.14760 1.41106 -0.20
H -2.21307 -4.45912 -7.08197 0.12
C 4.32447 -3.39838 5.45486 -0.01
H -3.52406 0.75086 2.49949 0.09
C 7.09710 4.31343 -0.46649 -0.09
H -1.86919 -5.47085 -4.77655 0.12
H 2.94346 0.85676 2.68442 0.07
C -6.95624 1.28108 0.98835 -0.11
H -4.53347 1.71853 -0.07253 0.06
C 4.03053 -0.93219 5.21851 -0.03
H -3.73569 -0.58115 0.56537 0.10
H -4.99291 -2.47549 -7.73513 0.09
N -4.02350 1.10591 -0.69443 -0.04
H -3.22229 -3.33142 -1.23757 0.12
H 6.29291 0.85972 4.31326 0.14
C 6.92152 3.14186 1.60994 -0.22
H 7.89209 4.77035 -1.05650 0.09
O -2.21943 2.18747 1.71221 -0.19
C -5.25420 -2.64885 -3.70852 -0.07
O 5.34651 1.10374 4.34517 0.05
H 2.25616 3.60410 -0.30069 0.12
C -4.29107 -0.28571 -0.33214 -0.21
N -2.23465 -3.42033 -4.55239 -0.05
H -2.08177 0.95071 -1.44097 0.12
H -3.88987 -4.44634 -2.40218 0.11
H -5.91258 -1.59009 0.12394 0.12
H -3.38068 2.27606 3.38972 0.09



2.
103
Properties=species:S:1:pos:R:3:lowdin_charge:R:1 method="wB97M-V/def2-TZVPD" total_charge=0 e_tot_ha=-2654.246275 gap_ha=0.308
H 5.22007 1.03619 -4.60206 0.11
H -0.30694 -7.95291 -0.74412 0.12
H 7.15664 1.52419 -3.25764 0.08
C -3.18532 3.30596 4.13855 -0.23
H 0.95591 6.22033 0.10842 0.12
H 1.55655 2.16382 5.06162 0.11
O -6.52393 1.67308 -5.96536 0.01
O -2.52326 2.04121 4.16154 -0.08
O 7.10644 1.70750 -4.21039 -0.07
H 2.14877 4.37575 2.73287 0.08
H 3.33061 -1.15204 2.70570 0.10
C 2.01701 0.80241 6.68032 -0.23
C 1.72962 1.43764 -3.14741 -0.35
H 2.06452 -6.63516 0.00275 0.09
H 2.81818 0.94053 0.87033 0.12
N -0.49252 -1.03223 -4.16566 0.17
H 0.84052 6.85967 2.56006 0.12
O 1.79514 5.15589 3.19179 -0.08
C -4.36979 3.23404 3.18527 -0.25
C 0.73581 -7.97294 -0.41961 -0.23
H -6.08894 1.98700 -1.86895 0.13
C 2.65806 -1.09499 0.16198 -0.23
H 7.54106 -0.93096 -4.17958 0.12
H 2.25406 1.57489 7.41777 0.12
H -4.91759 4.17870 3.16484 0.12
H -7.35840 2.68523 -4.36625 0.16
C 1.58391 5.73429 0.86085 -0.23
O 2.84675 -0.35556 2.44102 -0.07
H 1.65718 -0.18450 4.54411 0.05
C -4.19742 0.20216 -0.81576 -0.16
C -1.71489 2.18119 -0.49608 -0.11
H -2.08935 1.92487 3.30284 0.08
H 3.11838 -9.09271 -0.47124 0.10
O 1.09385 -6.67435 0.04281 -0.10
H -2.80253 -0.80790 -2.24393 0.12
H -2.08606 -0.45185 -0.49316 0.14
H 3.70840 1.11683 5.75807 0.09
H 4.32083 -0.00105 1.03968 0.13
C 3.22974 -0.04490 1.10141 -0.22
H -2.39352 -3.31760 1.40746 0.07
H 1.99962 -0.46738 -3.05280 0.11
H -2.00848 -5.28321 -0.32833 0.13
O 1.76068 4.36106 0.50900 -0.10
H -4.31919 -0.51792 0.06764 0.11
C 6.50087 -0.62117 -4.05644 -0.23
O -1.26304 -3.39709 -0.54502 -0.10
H -4.87899 -0.77706 -2.82758 0.13
H -6.06148 -0.88584 -1.40583 0.12
C 6.25337 0.70675 -4.75641 -0.24
H 1.58559 -7.68056 -2.38532 0.13
H -0.23618 -5.18845 -0.47667 0.09
H -0.13869 -4.07075 1.78608 0.11
H 2.90675 -0.87217 -0.87691 0.09
C -1.11842 -4.72375 -0.02962 -0.23
H 0.75341 1.06676 -1.15868 0.12
H -7.21542 0.67866 -2.65935 0.13
H -4.33647 1.26611 -0.39797 0.11
O 3.01035 -8.36378 -1.09937 -0.08
O 3.22833 0.33983 6.07914 -0.08
H -2.47203 4.07891 3.83719 0.11
N -1.27675 2.61648 0.55282 0.18
O -3.15789 2.24556 -2.50079 -0.10
H 0.83442 -8.66135 0.42677 0.12
H 1.05296 -1.00073 1.23775 0.09
H 2.57322 6.19712 0.85460 0.13
H 1.41886 -9.39193 -1.92045 0.12
C -6.12159 1.05586 -2.53613 -0.19
N -3.12784 3.48315 -1.88326 -0.01
H -3.52501 3.50966 5.15653 0.12
H -0.41589 -2.94159 -0.41676 0.07
H -4.69487 1.47819 3.92109 0.08
O -2.76896 4.28624 -2.68861 0.11
C 0.54447 1.74265 -2.06588 -0.05
O 2.61810 0.31053 -2.95162 0.00
H 0.13924 1.66605 6.02066 0.12
C 1.08831 1.33034 5.59731 -0.24
O 0.82495 0.30609 4.64546 -0.08
C -1.01033 -4.66318 1.48605 -0.24
C -6.57966 1.92080 -4.71837 -0.23
H 3.04086 -2.08933 0.41647 0.12
H 5.84458 -1.40692 -4.44202 0.12
C -0.84125 1.39250 -2.81131 -0.15
C -0.61139 0.04513 -3.63588 -0.12
C -2.67965 -0.04196 -1.40378 -0.08
C 1.65715 -8.38835 -1.55650 -0.23
H -4.03345 2.99225 2.17072 0.10
H 5.32025 -0.34011 -2.52809 0.07
C 0.96317 5.82063 2.24708 -0.25
O 1.86041 2.19456 -4.16366 0.07
O 6.27264 -0.46508 -2.65445 -0.08
C -2.14927 1.40300 -1.86799 -0.31
H -1.00242 2.23112 -3.60119 0.17
O -5.61818 1.26395 -3.89592 -0.11
H -0.01327 5.32378 2.26286 0.11
O -2.16437 -4.02858 2.02846 -0.08
H 0.58589 2.86823 -1.82318 0.14
C -5.30002 -0.20176 -1.92243 -0.14
O -5.25839 2.20074 3.59684 -0.08
H 0.87938 3.98241 0.36413 0.04
H -0.92747 -5.66339 1.91565 0.12
H 6.44738 0.62952 -5.82831 0.12
H 1.56499 -0.05184 7.18922 0.12
O 1.23833 -1.13667 0.29203 -0.09



3.
94
Properties=species:S:1:pos:R:3:lowdin_charge:R:1 method="wB97M-V/def2-TZVPD" total_charge=+1 e_tot_ha=-4641.846367 gap_ha=0.285
C -4.81115 -1.37712 -1.56847 -0.25
H -2.42227 0.24551 -0.11764 0.11
C -1.85552 1.17271 0.01351 -0.27
C 0.57578 -1.11758 -1.08390 -0.39
H -0.43563 -3.02272 -0.82258 0.09
C -2.48417 3.49481 0.96759 -0.20
H 3.13025 -1.48389 3.47384 0.11
C -2.25894 4.38857 -2.56880 -0.17
O -5.97338 -1.09965 -2.35349 -0.06
C 7.25827 -2.23411 0.13065 -0.16
H -2.50753 5.25951 -1.95751 0.12
C -5.18534 2.40846 0.93610 -0.50
C 0.36365 -1.22733 -2.60495 -0.06
H -4.56766 1.13270 -2.97407 0.14
C 5.82740 -1.74346 0.23535 -0.10
H 1.04445 -0.55704 -3.13984 0.08
H -5.15688 2.29914 2.99222 0.05
H 0.04800 -2.27376 0.69134 0.06
H -0.42290 3.52321 0.19991 0.07
P -2.51824 1.55067 2.89962 0.69
C -3.64538 -0.60939 -2.17879 -0.16
C 2.25654 -3.35286 2.78127 -0.09
H -1.11160 5.09502 0.57052 0.08
H -4.60581 -2.45418 -1.55598 0.12
H -3.02301 3.84412 0.07905 0.09
O -2.52417 0.98464 -4.73502 0.17
H -2.72824 -0.89297 -1.65459 0.08
H -6.96148 2.16496 0.01520 0.09
H 5.28451 -1.49156 3.58348 0.11
H -6.55777 -1.85073 -2.32615 0.08
H -4.02678 3.46945 -1.65231 0.11
H -0.12401 1.44080 -4.36501 0.10
C -0.41737 0.82013 0.47302 -0.15
C -2.67930 1.97067 1.06948 -0.55
H -4.98618 -1.01937 -0.54114 0.11
H -0.66453 -0.98681 -2.88810 0.07
H 1.57170 0.60139 -0.25073 0.10
H -1.35587 -1.64561 -0.14780 0.05
C -0.35771 -2.05768 -0.30934 -0.07
H -0.46844 0.05840 1.25798 0.04
C 6.74550 -4.04011 1.75904 -0.16
H 6.76971 -4.26804 -0.38281 0.13
C 5.74569 -1.22996 2.63621 0.03
H 0.03252 1.70089 0.94384 0.09
H 5.55736 -0.18483 2.40252 0.12
H -0.57657 4.06820 1.89877 0.07
C -1.05690 4.05390 0.91307 -0.07
H 1.30585 -3.34041 3.31202 0.08
O -0.59131 1.97849 -3.72807 0.18
O -1.75109 1.90604 -1.18861 -0.07
C 0.56081 0.36926 -0.62635 -0.14
C -3.29578 3.27233 -2.44587 -0.08
H -1.25398 4.04337 -2.31850 0.12
H 4.95832 -3.66218 2.90236 0.12
H -5.11168 3.85576 2.41097 0.07
F -2.21453 4.82748 -3.89596 -0.05
N -5.44424 2.92028 2.25056 0.08
H 4.65291 -4.07722 1.20726 0.15
C 3.69603 -1.71783 1.37894 -0.14
H -2.98878 3.96073 1.82759 0.10
H -0.48829 1.01992 3.50647 0.01
C 7.33333 -3.73367 0.38815 -0.18
B -1.90701 1.57893 -3.63765 -0.60
H 2.93981 -3.94825 3.38465 0.06
O -4.03549 1.54982 0.84657 -0.18
N -6.23604 1.57844 0.40346 0.09
H -6.65368 1.03624 1.15037 0.09
H 1.87150 -1.31296 2.29177 0.11
H 2.09337 -3.86868 1.83319 0.08
H 6.72630 -5.11441 1.94427 0.13
C -3.90114 0.90218 -2.13163 -0.12
H 5.76012 -0.66181 0.12551 0.14
H -4.47809 1.13976 -1.22751 0.09
C 2.74384 -1.91882 2.55035 -0.20
O -0.94085 1.82860 3.27118 -0.37
H 7.90758 -1.69537 0.82450 0.12
H 1.60103 -1.49496 -0.91786 0.10
H 3.70833 -0.66534 1.09235 0.13
H 6.81373 -1.40782 2.69640 0.10
C -2.70948 1.84762 -2.28048 -0.30
C 5.31615 -3.53797 1.88410 -0.10
H 0.43411 1.01949 -1.50040 0.10
H 7.37089 -3.60667 2.54347 0.12
Br -2.57100 -0.70924 2.88430 0.33
H -2.70103 1.59589 -5.44932 0.11
N 5.15849 -2.07338 1.55532 -0.27
H -5.08853 3.26844 0.25782 0.14
H -3.86766 3.28497 -3.38579 0.14
H 5.21287 -2.20809 -0.53632 0.14
H 7.61456 -1.99086 -0.87065 0.13
H 0.55224 -2.25108 -2.95613 0.08
H 8.36307 -4.08198 0.32704 0.12
H 3.33907 -2.29466 0.52521 0.12
H -3.54523 -0.93751 -3.22359 0.12



Number 1: E_HOMO -10.224 eV. Number 2: E_HOMO -9.942 eV. Number 3: E_HOMO -10.130 eV.